No. 1
The following is a DFT calculation (the ωB97M-V functional and the def2-TZVPD basis) of a structure of composition C29H38N4OP2Ru in a non-equilibrium geometry.

Each line ends with the Mulliken spin population.
Cartesian coordinates (Å):
Ru1 -0.20028 -1.37719 2.71134  2.556
C1 -1.05529 1.97135 4.15672  0.068
C2 -1.28474 1.22995 3.03181  -0.021
C3 -0.90710 1.70346 1.60693  0.004
C4 0.17753 0.83537 0.98750  -0.042
C5 1.22693 0.36589 2.00760  -0.123
C6 1.65367 1.15151 3.08684  0.185
C7 1.31258 2.53506 3.34176  0.045
C8 0.06617 2.93653 4.22218  0.031
C9 1.50967 -1.82419 3.79695  0.043
H1 -1.61191 1.71647 5.06659  0.005
H2 -2.26137 0.69903 3.00964  0.006
H3 -0.69704 2.79105 1.60923  0.005
H4 -1.84044 1.60332 1.00714  -0.006
H5 -0.34255 -0.03878 0.49275  0.053
H6 0.70348 1.29155 0.12720  -0.014
H7 1.97580 -0.31570 1.54493  0.055
H8 2.21933 0.61492 3.84479  -0.003
H9 1.22715 3.05482 2.38897  0.006
H10 2.16887 2.95936 3.87902  0.009
H11 0.40574 3.11621 5.24647  -0.002
H12 -0.29020 3.90310 3.83331  0.006
H13 1.77128 -1.28802 4.74109  0.006
H14 2.41080 -1.81129 3.15239  -0.005
H15 1.34967 -2.87956 4.10133  0.038
P1 1.58058 -1.03883 -1.00188  0.015
P2 -2.14214 -0.24155 -1.02526  -0.013
N1 2.92140 0.05363 -1.40832  0.000
N2 2.11686 -2.30021 -2.18280  0.000
N3 -2.24364 1.47932 -1.72542  0.006
N4 -3.61706 -0.78317 -1.91811  -0.041
C10 0.36190 -0.22436 -2.18488  -0.005
C11 -0.95642 -0.98302 -2.29824  0.003
C12 4.06406 0.22951 -0.61768  0.001
C13 4.97645 1.03408 -1.30772  0.000
C14 4.39909 1.31480 -2.59694  0.000
C15 3.16885 0.67169 -2.64471  0.000
C16 2.49088 -3.60380 -1.82544  -0.001
C17 2.85913 -4.31577 -2.97362  0.000
C18 2.70726 -3.41957 -4.08916  0.000
C19 2.31637 -2.18709 -3.56773  0.000
C20 -2.72517 2.69696 -1.16852  0.005
C21 -2.50603 3.73336 -2.06847  0.001
C22 -1.76678 3.16442 -3.16557  0.004
C23 -1.74825 1.78766 -3.00301  0.003
C24 -4.43000 -0.21119 -2.91057  0.344
C25 -5.33780 -1.16478 -3.37296  0.159
C26 -5.06250 -2.37826 -2.66523  0.118
C27 -4.01761 -2.12636 -1.79208  0.366
H16 0.80245 -0.20487 -3.17725  0.002
H17 0.23516 0.81819 -1.85759  -0.001
H18 -1.43407 -0.95626 -3.30069  0.002
H19 -0.86572 -2.06868 -2.10170  0.000
H20 4.09926 -0.21944 0.36211  0.000
H21 5.95940 1.34176 -0.98351  0.000
H22 4.81406 1.86995 -3.42479  0.000
H23 2.47287 0.66277 -3.46850  0.000
H24 2.49475 -3.90044 -0.79724  0.000
H25 3.23848 -5.33122 -3.03804  0.000
H26 2.87623 -3.61763 -5.14746  0.000
H27 2.20404 -1.26020 -4.09660  0.000
H28 -3.14856 2.78426 -0.16830  0.000
H29 -2.89169 4.75087 -1.94443  0.000
H30 -1.29587 3.63950 -4.01440  0.000
H31 -1.41632 1.04108 -3.70156  -0.003
H32 -4.27274 0.80708 -3.22689  0.030
H33 -6.10539 -1.00954 -4.11948  0.001
H34 -5.58249 -3.31936 -2.77961  0.002
H35 -3.50926 -2.76778 -1.09349  0.013
C28 -0.77149 -1.26664 5.75419  0.043
C29 -1.12026 -1.79942 4.37681  -0.091
O1 -1.93527 -2.68403 4.10958  0.144
H36 0.11952 -0.65036 5.69867  -0.009
H37 -0.52533 -2.12243 6.39616  0.002
H38 -1.53897 -0.66878 6.26382  -0.004

Cartesian forces (eV/Å) of the 2 atoms listed first:
Ru 0.65 0.75 0.94
C 0.30 -1.89 -0.77

Computed properties:
gap between HOMO and LUMO (spin up / spin down): 6.380 / 2.969 eV
multiplicity: 5
electronic energy: -59833.007 eV
HOMO (spin up / spin down): -12.37 / -12.37 eV
relative energy (zero: lowest compared OMol25 entry of this formula, charge and spin): 2.595 eV
LUMO level (spin up / spin down): -5.993 / -9.404 eV
net charge: +2

No. 2
The following is a DFT calculation (the ωB97M-V functional and the def2-TZVPD basis) of a structure of composition C29H38N9O4PSn.

Each line ends with the Mulliken charge.
Cartesian coordinates (Å):
Sn1 -0.88160 0.15977 -0.10391  1.094
C1 -3.47678 3.60132 1.46920  -1.178
C2 -4.82280 3.34780 1.20369  -0.404
C3 -5.16957 2.21304 0.51164  -0.498
C4 -4.17433 1.32251 0.07088  0.025
N1 -2.88370 1.57039 0.34525  0.523
C5 -2.55671 2.68378 1.02428  -0.328
N2 -4.59712 0.27033 -0.71246  -0.558
C6 -3.96561 -0.82882 -0.93010  0.003
N3 -2.81393 -1.33537 -0.36636  -0.354
C7 -2.60663 -2.58947 -0.90212  -0.029
N4 -1.70697 -3.48102 -0.65852  -0.566
C8 -0.64127 -3.34893 0.21215  -0.287
C9 -0.08809 -4.54916 0.69732  -0.203
C10 1.00708 -4.51741 1.52630  -0.683
C11 1.55374 -3.28354 1.87816  -0.939
C12 0.97029 -2.15279 1.35540  -0.715
N5 -0.09463 -2.16929 0.53495  1.029
C13 -3.69174 -2.90464 -1.87628  0.176
C14 -3.95357 -4.03360 -2.62591  -0.146
C15 -5.11611 -4.03786 -3.39194  -0.604
C16 -5.96792 -2.93373 -3.40845  -0.599
C17 -5.68341 -1.79812 -2.65558  -0.146
C18 -4.53582 -1.81666 -1.88875  0.107
H1 -3.15490 4.48725 1.99977  0.459
H2 -5.58360 4.04943 1.52392  0.384
H3 -6.19686 1.97896 0.26946  0.501
H4 -1.49471 2.81761 1.21453  0.608
H5 -0.55077 -5.47538 0.38655  0.541
H6 1.44717 -5.43801 1.89183  0.404
H7 2.41008 -3.20739 2.53572  0.523
H8 1.34224 -1.16365 1.59556  0.349
H9 -3.27317 -4.87678 -2.61303  0.526
H10 -5.36975 -4.91319 -3.97814  0.394
H11 -6.86895 -2.96542 -4.01019  0.390
H12 -6.32929 -0.92822 -2.66129  0.517
C19 0.13156 0.38687 4.14804  -1.567
C20 -0.86581 0.73888 3.04691  0.727
C21 -2.08496 -0.17838 3.12353  -1.075
O1 -0.22641 0.68934 1.78669  0.005
H13 -0.29544 0.59031 5.13377  0.419
H14 1.04369 0.97985 4.03389  0.320
H15 0.39562 -0.67235 4.09877  0.267
H16 -1.20482 1.76803 3.24166  0.197
H17 -1.78181 -1.20671 2.90344  0.111
H18 -2.83847 0.11371 2.38944  0.135
H19 -2.53813 -0.14790 4.11735  0.464
N6 2.29740 3.58710 0.26202  0.037
C22 1.70600 4.74545 -0.10668  0.617
N7 2.24528 5.89563 0.35131  -0.402
N8 0.65920 4.81523 -0.88005  -0.807
C23 0.05396 3.68618 -1.21252  0.648
N9 -0.45894 2.68395 -1.49538  -0.573
H20 2.92430 3.55785 1.04586  0.230
H21 1.84043 2.72611 -0.00131  -0.357
H22 3.16215 5.90948 0.75717  0.193
H23 1.87088 6.75100 -0.01690  0.249
C24 4.70454 1.31741 1.56959  -1.632
C25 3.53909 0.42577 1.20468  0.927
O2 3.72605 -0.05707 -0.13214  -0.489
P1 2.39198 -0.18986 -1.08917  0.572
O3 2.52637 1.10537 -2.03381  -0.179
C26 3.57669 1.31009 -3.00018  -0.222
C27 4.16416 2.68910 -2.81387  -0.990
O4 2.96090 -1.30329 -2.11780  -0.584
C28 2.76955 -2.69831 -1.82387  0.523
C29 4.06854 -3.32727 -1.37210  -1.172
H24 4.59041 1.67817 2.59543  0.411
H25 4.77206 2.17150 0.88998  0.242
H26 5.64044 0.76057 1.50095  0.369
H27 2.58261 0.95402 1.30256  -0.383
H28 3.49720 -0.42773 1.88626  0.233
H29 3.12566 1.21448 -3.98635  0.260
H30 4.33871 0.54037 -2.89602  0.306
H31 3.38096 3.44785 -2.88319  0.208
H32 4.90716 2.88433 -3.59143  0.409
H33 4.64765 2.77163 -1.83819  0.161
H34 2.40373 -3.16162 -2.73785  0.388
H35 1.99879 -2.82189 -1.05448  -0.428
H36 4.82001 -3.27299 -2.16137  0.339
H37 3.89902 -4.37639 -1.11677  0.407
H38 4.45173 -2.80757 -0.49142  0.172

Cartesian forces (eV/Å) of the 2 atoms listed first:
Sn -0.37 -0.21 -0.43
C -0.07 0.00 -0.02

Computed properties:
gap between HOMO and LUMO: 7.078 eV
electronic energy: -67414.276 eV
HOMO: -7.13 eV
relative energy (zero: lowest compared OMol25 entry of this formula, charge and spin): 0.000 eV
LUMO level: -0.054 eV
net charge: 0